DFT (ωB97M-V/def2-TZVPD) results for C13H10O2 in the gas phase at a distorted geometry.

As for the relative energy (zero: lowest compared OMol25 entry of this formula, charge and spin): 0.0 kcal/mol. The charge is 0. For the total energy, the calculation gives -651.8089 Ha. The LUMO energy is -0.0056 Eh. As for the structure (SMILES): O=Cc1cccc(Oc2ccccc2)c1. The HOMO energy comes out at -8.72 eV.

```
25
Properties=species:S:1:pos:R:3:forces:R:3:mulliken_charge:R:1
H 1.123787 -0.328399 1.905239 -0.90 -0.09 0.29 0.458
C 2.722360 -0.503822 -1.142450 0.40 2.01 0.13 -0.405
C -1.153276 0.264708 -0.268523 -1.35 -2.24 0.43 0.028
H 3.079696 0.993556 2.428225 0.05 0.02 -0.48 0.311
H 4.989271 1.249498 0.742719 -2.32 -0.23 -0.38 0.241
C -3.405821 -0.445762 0.223663 -0.37 -1.13 0.29 -0.533
C 1.729936 -0.647960 -0.206187 -2.11 -0.16 1.82 0.323
C -0.734624 -1.064203 -0.211559 1.68 0.81 -0.15 0.388
O -2.153569 2.963348 -0.332214 -1.77 -2.47 0.24 -0.500
H -3.574296 -2.631509 0.780547 0.64 1.32 -0.79 0.302
O 0.596560 -1.402976 -0.625258 -0.66 0.28 0.88 -0.451
C -2.932265 2.005765 -0.166594 0.29 2.90 0.24 -0.222
C 3.935638 0.837829 0.461454 3.00 0.76 -0.37 -0.338
H -0.422140 0.958844 -0.457837 1.33 1.91 -0.59 0.680
C -2.913167 -1.796721 0.390724 -2.40 1.39 0.80 -0.426
H 4.526447 0.658042 -1.596496 0.05 -0.37 0.10 0.373
C 3.811567 0.361143 -0.836616 -1.07 -1.18 -0.07 -0.468
H -4.055200 2.242925 0.003649 1.39 -0.56 -0.34 0.256
C 2.949535 0.657985 1.392933 -1.26 -1.04 1.26 -0.468
C -1.598962 -2.069082 0.207291 0.88 -0.86 -0.68 -0.605
H -1.313272 -3.113484 0.293216 0.50 0.27 0.01 0.401
C 1.788504 -0.096960 1.114993 2.22 0.16 -2.24 -0.194
H 2.460827 -0.838794 -2.128398 0.40 -0.22 -0.36 0.381
C -2.507236 0.600097 -0.067550 0.08 -1.42 0.03 0.178
H -4.512198 -0.291762 0.339439 1.30 0.14 -0.07 0.289
```
Positions in Å, forces in eV/Å.